C34H48BaN3O4P2S2Se | the ωB97M-V functional and the def2-TZVPD basis

Calculated values
- net charge = -1
- total energy (Eh) = -5695.71526
- HOMO level (eV) = -2.2
- ΔE to the lowest compared entry with this formula, charge and spin (kJ/mol) = 82.3
- LUMO (eV) = 2.0

Last column: Mulliken charge in e.
Element x y z (Å)
Ba 1.0610 0.5851 1.8993  1.082
C -3.4835 -3.2136 -2.2132  -1.646
P -2.9252 -1.7554 -1.2345  0.862
C -3.9546 -0.4458 -2.0453  -0.074
N -5.0193 -0.7863 -2.7158  -0.385
C -5.7826 0.2123 -3.2481  0.012
C -6.9471 -0.1113 -3.9773  -0.470
C -7.7286 0.8844 -4.4948  -0.473
C -7.3773 2.2391 -4.3052  -0.509
C -6.2501 2.5705 -3.6059  -0.527
C -5.4285 1.5563 -3.0668  0.021
N -4.2884 1.8998 -2.3995  -0.062
C -3.5562 0.9441 -1.8987  -0.041
P -1.9534 1.3102 -1.0267  0.991
C -0.9263 1.3818 -2.5568  -1.310
C -2.1101 3.1012 -0.5081  1.903
C -2.1800 4.1249 -1.6385  -1.891
C -0.8465 3.3616 0.3272  -1.261
C -3.3193 3.2055 0.4282  -1.775
C -3.8589 -1.9599 0.3924  1.937
C -2.9396 -2.7885 1.2967  -1.631
C -5.2012 -2.6654 0.2051  -1.887
C -4.0939 -0.5958 1.0452  -1.066
H -4.5610 -3.2552 -2.3489  0.459
H -3.1373 -4.1191 -1.7102  0.391
H -3.0048 -3.1700 -3.1930  0.410
H -7.1939 -1.1581 -4.1012  0.438
H -8.6243 0.6377 -5.0507  0.374
H -8.0075 3.0167 -4.7179  0.383
H -5.9548 3.5998 -3.4457  0.439
H -1.3404 2.0463 -3.3175  0.455
H -0.8671 0.3694 -2.9639  0.303
H 0.0835 1.6904 -2.2842  0.245
H -1.2640 4.1158 -2.2349  0.335
H -2.2734 5.1250 -1.2016  0.567
H -3.0312 3.9529 -2.2942  0.148
H 0.0664 3.0784 -0.2051  0.200
H -0.9088 2.8032 1.2671  -0.038
H -0.7856 4.4275 0.5712  0.573
H -4.2585 3.0768 -0.1093  0.333
H -3.3273 4.1933 0.9003  0.501
H -3.2493 2.4634 1.2300  0.205
H -2.6424 -3.7319 0.8239  0.342
H -3.4659 -3.0286 2.2251  0.451
H -2.0508 -2.2189 1.5773  0.265
H -5.0823 -3.7019 -0.1167  0.336
H -5.8344 -2.1487 -0.5201  0.294
H -5.7235 -2.6740 1.1663  0.501
H -3.1617 -0.0564 1.2319  -0.451
H -4.5366 -0.7542 2.0325  0.615
H -4.7856 0.0196 0.4616  0.348
N 2.6091 3.0549 1.5792  -0.483
C 3.2477 3.0447 0.2552  -0.625
C 2.9425 1.7153 -0.4702  0.279
O 3.9227 1.0235 -0.8085  -0.765
O 1.7295 1.4407 -0.6746  -0.432
H 2.5642 3.9815 1.9801  0.192
H 3.1404 2.4735 2.2218  0.212
H 4.3311 3.1835 0.2860  0.354
H 2.7880 3.8382 -0.3363  0.525
O 3.4909 0.0641 3.4620  -0.819
S 4.2338 -0.2765 2.1990  1.392
C 5.8077 0.5663 2.2807  -0.211
C 6.4513 0.6997 3.5036  -0.472
C 7.6703 1.3549 3.5454  -0.731
C 8.2278 1.8634 2.3775  -0.364
C 7.5644 1.7353 1.1664  -0.885
C 6.3342 1.0884 1.1077  0.075
C 4.8368 -1.9507 2.4212  0.047
C 5.8263 -2.4580 1.5905  -0.707
C 6.2032 -3.7859 1.7250  -0.534
C 5.5882 -4.5881 2.6793  -0.416
C 4.5975 -4.0654 3.4980  -0.692
C 4.2086 -2.7388 3.3693  -0.350
H 5.9873 0.3026 4.3979  0.455
H 8.1879 1.4717 4.4890  0.387
H 9.1810 2.3759 2.4190  0.382
H 7.9938 2.1529 0.2648  0.430
H 5.7561 1.0258 0.1887  0.623
H 6.3009 -1.8239 0.8515  0.406
H 6.9786 -4.1921 1.0880  0.389
H 5.8820 -5.6251 2.7816  0.387
H 4.1120 -4.6931 4.2337  0.408
H 3.4211 -2.3145 3.9772  0.537
Se -1.4325 0.6553 3.3772  -1.330
C 2.9049 -3.5633 -0.6345  -1.061
S 2.1363 -2.0497 -0.0630  1.052
C 0.5406 -2.2139 -0.8506  -0.743
O 1.8877 -2.2210 1.4165  -0.713
H 2.2904 -4.4204 -0.3581  0.355
H 3.8748 -3.6161 -0.1415  0.141
H 3.0403 -3.5036 -1.7140  0.409
H 0.6599 -1.9879 -1.9105  0.394
H -0.1172 -1.4671 -0.4066  -0.212
H 0.1295 -3.2107 -0.6952  0.493

***

H23O12 | the ωB97M-V functional and the def2-TZVPD basis

Calculated values
- net charge = -1
- total energy (Eh) = -916.68545
- HOMO level (eV) = -6.9
- ΔE to the lowest compared entry with this formula, charge and spin (kJ/mol) = 359.6
- LUMO (eV) = 2.7

Last column: Mulliken charge in e.
Element x y z (Å)
O 3.1797 2.3653 -0.5391  -0.766
H -4.0770 -0.8406 0.1301  0.317
H 0.4899 -0.6061 -1.8124  0.226
O -1.2618 -0.7547 0.7694  -0.641
H -0.8091 0.0201 0.2453  0.515
H -1.6714 -0.5514 1.5942  0.268
O 2.5502 -0.2146 -0.0746  -0.956
H 2.7102 -1.1398 -0.1028  0.181
O 0.4401 0.1760 -1.1843  -0.822
H -1.9633 -0.1401 -2.3346  0.225
H 1.2543 0.0967 -0.3208  0.390
O -4.1876 -0.5563 1.0840  -0.633
H -1.4550 2.3906 3.3425  0.320
H -0.4522 -3.1435 -3.3510  0.340
O 3.1019 0.6290 2.2498  -0.705
H 2.5110 2.9137 -1.8877  0.472
H -2.8029 -2.3321 -1.0657  0.286
O -1.7686 -0.9296 -1.8542  -0.608
H -0.8310 -0.8372 -1.3369  0.283
H 2.7203 -0.0631 2.7627  0.248
O 0.2813 1.2788 1.3345  -0.641
H 0.9541 1.5367 0.6910  0.212
H 0.7431 0.5518 1.7699  0.348
O -0.9823 2.0167 4.1016  -0.644
H -0.3434 1.3876 3.6781  0.334
H -0.6196 -3.0868 -2.0120  0.333
O 2.1815 3.4364 -2.7166  -0.710
H 3.1365 2.6460 0.3773  0.305
H -2.4741 -2.6524 0.3997  0.330
O -2.8158 -3.0577 -0.4536  -0.636
H 1.4000 2.9571 -3.0029  0.287
H 3.0389 0.2859 1.3054  0.414
O -0.4338 -3.7885 -2.6145  -0.665
H 2.9178 1.3667 -0.5281  0.478
H -4.6621 -1.3607 1.3563  0.314

***

C10H13Cl4NO2 | the ωB97M-V functional and the def2-TZVPD basis

Calculated values
- net charge = +1
- total energy (Eh) = -2434.35838
- HOMO level (spin up / spin down) (eV) = -12.7 / -12.7
- spin multiplicity = 2
- LUMO (spin up / spin down) (eV) = -5.6 / -9.4

Last column: Mulliken charge in e.
Element x y z (Å)
Cl -0.5437 -3.0280 5.9240  -0.187
C 0.0946 -3.1394 4.3309  -0.277
C -1.0121 -2.4821 3.4956  -0.671
Cl -0.3532 -2.0363 1.8903  -0.128
H 0.3553 -4.1855 4.1706  0.287
H 1.0323 -2.5846 4.3006  0.281
H -1.4957 -1.5745 3.8569  0.323
H -1.9244 -3.0719 3.4067  0.372
Cl -0.8806 -1.9851 -1.8808  -0.133
C 0.7313 -1.6866 -2.5025  -0.488
C 1.4660 -0.9363 -1.3698  0.590
Cl 3.2012 -1.0650 -1.4005  -0.156
H 0.7201 -1.1063 -3.4252  0.301
H 1.3128 -2.5586 -2.8018  0.416
H 1.1365 -1.1181 -0.3469  -0.152
H 1.2646 0.1304 -1.4684  -0.240
C -0.2304 2.4346 -3.0602  -0.418
C -0.8643 1.3560 -2.4153  -0.284
C -0.8941 1.1838 -1.0644  -0.351
C -0.5580 2.3304 -0.2740  -0.027
C 0.0558 3.4434 -0.9266  -0.186
C 0.2513 3.4555 -2.3172  -0.431
N -0.5739 2.2120 1.2096  0.895
O -0.9384 1.1331 1.6900  -0.478
O -0.1523 3.2230 1.8322  -0.509
H 0.0146 2.1792 -4.0805  0.411
H -1.2979 0.6092 -3.0639  0.604
H -1.1326 0.2585 -0.5611  0.726
H 0.3826 4.3406 -0.4220  0.473
H 0.8323 4.2688 -2.7262  0.439

***

Cl2H2Si | the ωB97M-V functional and the def2-TZVPD basis

Calculated values
- total energy (Eh) = -1210.99533
- HOMO level (spin up / spin down) (eV) = -8.6 / -8.0
- ΔE to the lowest compared entry with this formula, charge and spin (kJ/mol) = 428.3
- LUMO (spin up / spin down) (eV) = -2.6 / -3.0

Last column: Mulliken charge in e.
Element x y z (Å)
Si -0.7673 0.0197 0.0046  0.571
Cl -0.4876 -1.9088 0.0457  0.006
Cl 3.0307 0.4026 -0.0471  -0.639
H -1.1198 0.7190 1.2192  0.024
H -0.6560 0.7675 -1.2223  0.038

***

C4H4N2O2 | the ωB97M-V functional and the def2-TZVPD basis

Calculated values
- total energy (Eh) = -414.57355
- HOMO level (eV) = -9.7
- ΔE to the lowest compared entry with this formula, charge and spin (kJ/mol) = 715.8
- LUMO (eV) = -0.4

Last column: Mulliken charge in e.
Element x y z (Å)
C 1.3518 0.9583 -0.4094  0.221
C -0.4560 -0.2226 0.6395  0.458
C -1.3771 -1.1247 0.4633  -0.605
C -1.0055 1.0351 1.2257  0.103
H 1.6526 -0.7411 -1.8403  0.405
H 1.7314 1.8214 0.6203  0.262
H -1.4882 -1.9230 -0.4513  0.215
H -2.0330 -1.3028 1.2764  0.319
N 0.4628 -0.0171 -0.5433  0.201
N -1.8692 1.8600 1.6811  -0.446
O 0.7857 -1.1502 -1.3407  -0.476
O 2.2447 0.8066 -1.3212  -0.657

***

C38H39N4O4S | the ωB97M-V functional and the def2-TZVPD basis

Calculated values
- net charge = +1
- total energy (Eh) = -2389.21595
- HOMO level (eV) = -8.7
- ΔE to the lowest compared entry with this formula, charge and spin (kJ/mol) = 43.3
- LUMO (eV) = -5.4

Last column: Mulliken charge in e.
Element x y z (Å)
C -2.4097 1.1111 1.5022  -0.875
O -2.5319 1.4142 0.0833  -0.416
C -2.7258 2.7224 -0.2337  -0.212
C -1.5310 3.5307 -0.4708  0.606
C -1.2049 4.4477 0.5510  -0.214
C -0.1246 5.3120 0.3890  -0.605
C 0.6725 5.2150 -0.7610  -0.530
C 0.4267 4.2119 -1.7102  -0.660
C -0.6583 3.3484 -1.5706  -0.210
C -4.0125 3.2552 0.0126  0.213
N -4.4796 4.5382 -0.2073  0.087
C -3.7065 5.6265 -0.7982  -1.101
C -5.7924 4.7729 0.1974  0.453
C -6.4308 3.5998 0.6035  0.774
C -7.8047 3.6350 0.8835  -0.522
C -8.5074 4.8330 0.7146  -0.615
C -7.8390 6.0123 0.3449  -0.607
C -6.4634 6.0046 0.1027  -0.811
S -5.3490 2.2330 0.5786  -0.287
H -2.3104 0.0234 1.5428  0.206
H -1.5187 1.5990 1.9247  0.277
H -3.3070 1.4326 2.0522  0.495
H -1.8267 4.4574 1.4539  0.491
H 0.0914 6.0492 1.1643  0.416
H 1.4992 5.9133 -0.9115  0.390
H 1.1065 4.0978 -2.5585  0.418
H -0.8591 2.5446 -2.2838  0.416
H -4.4109 6.3471 -1.2462  0.404
H -3.1451 6.1645 -0.0179  0.331
H -3.0458 5.2553 -1.5924  0.303
H -8.2940 2.7181 1.2099  0.381
H -9.5850 4.8609 0.8695  0.370
H -8.3776 6.9548 0.2376  0.381
H -5.9287 6.9240 -0.1598  0.329
C 4.5148 -6.1100 0.4110  -0.918
N 3.7991 -4.9021 0.7461  0.261
C 3.8433 -4.3650 2.0023  0.178
O 4.4065 -4.8598 2.9753  -0.680
C 3.0387 -3.0708 1.9572  -0.031
C 3.8854 -1.8111 2.1999  -0.507
C 4.5132 -1.7819 3.5775  0.509
C 5.9053 -1.6713 3.7168  -0.439
C 6.4764 -1.8280 4.9842  -0.553
C 5.6546 -1.9695 6.1106  -0.442
C 4.2586 -1.9650 5.9762  -0.698
C 3.6828 -1.8458 4.7053  -0.224
N 2.4363 -3.0947 0.6188  0.658
C 1.5852 -2.0906 0.2975  0.460
C 0.8993 -1.9719 -0.9090  0.371
C -0.0699 -1.0478 -1.3623  -0.495
C -0.5779 -1.1389 -2.7056  0.711
C -1.5269 -0.2177 -3.2643  -0.081
C -1.9093 -0.2769 -4.5969  -0.536
C -1.4421 -1.3294 -5.4248  -0.148
N -1.9067 -1.4488 -6.7495  0.930
O -1.4958 -2.4063 -7.4464  -0.559
O -2.7179 -0.6041 -7.1914  -0.556
C -0.5440 -2.2863 -4.9041  -0.700
C -0.1303 -2.1834 -3.5875  -0.465
C 2.9172 -4.2335 -0.2076  0.083
C 3.7414 -3.8426 -1.4463  -1.509
C 1.8437 -5.2305 -0.6775  -1.452
H 5.1380 -6.4355 1.2524  0.362
H 3.8178 -6.9186 0.1541  0.303
H 5.1651 -5.9365 -0.4552  0.316
H 2.2452 -3.1327 2.7241  0.325
H 4.6665 -1.7425 1.4213  0.322
H 3.2261 -0.9353 2.0870  0.412
H 6.5331 -1.5106 2.8307  0.321
H 7.5630 -1.8484 5.0902  0.374
H 6.1004 -2.0763 7.0995  0.373
H 3.6159 -2.0700 6.8517  0.376
H 2.5911 -1.8345 4.5871  0.336
H 1.4364 -1.3306 1.0875  0.559
H 1.2249 -2.7605 -1.5802  -1.264
H -0.4679 -0.2530 -0.7218  0.514
H -1.9716 0.5544 -2.6252  0.459
H -2.5778 0.4571 -5.0480  0.510
H -0.1870 -3.0929 -5.5382  0.495
H 0.5608 -2.9454 -3.2345  0.307
H 4.6562 -3.3050 -1.1620  0.341
H 4.0235 -4.7680 -1.9690  0.514
H 3.1537 -3.2316 -2.1359  0.342
H 1.3692 -5.7398 0.1714  0.357
H 1.0809 -4.7401 -1.2854  0.320
H 2.3395 -5.9859 -1.3035  0.482